C45H60F6NO23 | the ωB97M-V functional and the def2-TZVPD basis

Each line ends with the Mulliken charge.
Geometry (Å):
C1 4.248 4.874 -0.428  -0.7088
C2 3.690 4.256 -1.455  -0.9904
C3 3.831 2.816 -1.731  0.2833
N1 4.587 2.452 -2.780  0.1373
C4 4.785 1.179 -3.154  -0.2605
C5 4.196 0.156 -2.467  -0.2471
C6 4.402 -1.285 -2.855  -1.2556
C7 5.288 -1.927 -1.748  -0.3337
C8 6.790 -1.747 -2.030  -0.6693
C9 7.600 -2.848 -1.370  -0.8219
O1 8.879 -2.318 -0.989  -0.3072
C10 9.743 -3.276 -0.548  0.1380
O2 10.219 -4.107 -1.263  -0.4476
C11 3.379 0.502 -1.382  1.2695
C12 2.664 -0.565 -0.594  -0.0587
O3 3.077 -0.909 0.485  -0.5437
O4 1.601 -1.027 -1.228  -0.2121
C13 0.506 -1.505 -0.379  -0.5964
C14 -0.798 -1.042 -0.980  -0.8948
C15 -2.038 -1.530 -0.195  1.4489
C16 -1.831 -2.934 0.400  -1.6498
C17 -3.265 -1.564 -1.120  -0.4246
C18 -3.963 -0.204 -1.231  -0.6091
C19 -4.591 0.346 0.030  -0.6423
C20 -5.378 -0.287 0.918  0.8643
C21 -6.530 0.485 1.532  -1.5755
C22 -5.193 -1.711 1.400  -0.7721
C23 3.198 1.830 -1.003  0.2210
C24 2.315 2.171 0.177  -0.8850
C25 3.143 2.242 1.463  -0.3123
O5 2.336 1.880 2.549  -0.5020
C26 3.101 1.748 3.746  -0.2677
C27 2.172 1.644 4.938  -1.1303
H1 4.018 5.917 -0.266  0.2851
H2 4.886 4.396 0.303  0.4144
H3 3.056 4.819 -2.132  0.3858
H4 5.029 3.186 -3.318  0.3143
H5 5.417 1.013 -4.013  0.4807
H6 4.908 -1.373 -3.812  0.7719
H7 3.430 -1.771 -2.834  0.1450
H8 5.076 -2.995 -1.702  0.3103
H9 5.087 -1.471 -0.783  0.4940
H10 7.122 -0.805 -1.589  0.2535
H11 6.975 -1.755 -3.104  0.4075
H12 7.744 -3.683 -2.059  0.4034
H13 7.096 -3.239 -0.480  0.4206
H14 9.992 -3.239 0.520  0.3939
H15 0.617 -1.109 0.631  0.4291
H16 0.605 -2.584 -0.315  0.4317
H17 -0.881 -1.363 -2.019  0.2243
H18 -0.785 0.050 -0.946  0.1519
H19 -2.241 -0.807 0.600  0.3453
H20 -1.338 -3.553 -0.357  0.4288
H21 -2.780 -3.420 0.610  0.0218
H22 -1.168 -2.933 1.265  0.3407
H23 -2.917 -1.866 -2.112  0.7911
H24 -3.976 -2.319 -0.796  -0.5709
H25 -3.305 0.544 -1.676  0.1839
H26 -4.784 -0.322 -1.946  0.4006
H27 -4.407 1.397 0.230  0.2881
H28 -6.171 1.337 2.116  0.3196
H29 -7.200 0.849 0.758  0.3313
H30 -7.109 -0.148 2.204  0.4172
H31 -5.612 -2.489 0.760  0.0844
H32 -5.696 -1.788 2.364  0.6334
H33 -4.137 -1.908 1.564  0.0202
H34 1.535 1.425 0.293  0.2038
H35 1.875 3.143 -0.044  0.6609
H36 3.960 1.513 1.373  0.4878
H37 3.600 3.231 1.585  0.0923
H38 3.770 0.888 3.660  0.4944
H39 3.719 2.650 3.850  0.2192
H40 1.883 2.625 5.305  0.2585
H41 2.698 1.134 5.744  0.3889
H42 1.301 1.045 4.682  0.2802
C28 -6.765 -5.808 -3.240  -0.4758
C29 -5.348 -5.402 -3.589  0.2542
O6 -5.046 -4.468 -2.564  -0.1850
C30 -5.790 -4.797 -1.478  0.4742
O7 -5.598 -4.385 -0.381  -0.4611
O8 -6.767 -5.662 -1.814  -0.3596
F1 -5.269 -4.788 -4.790  -0.2825
H43 -7.491 -5.122 -3.677  0.2924
H44 -7.009 -6.827 -3.523  0.2855
H45 -4.620 -6.214 -3.557  0.2998
C31 -4.717 -5.476 2.593  0.1029
C32 -4.869 -6.973 2.448  0.4330
O9 -4.300 -7.452 3.650  -0.3456
C33 -4.457 -6.481 4.599  0.5661
O10 -4.321 -6.646 5.761  -0.4954
O11 -4.797 -5.308 4.012  -0.3626
F2 -4.167 -7.462 1.394  -0.2849
H46 -3.740 -5.140 2.240  -0.0313
H47 -5.495 -4.914 2.086  0.1427
H48 -5.901 -7.320 2.374  0.2836
C34 1.446 5.036 3.677  0.6994
C35 2.745 5.778 3.455  0.4826
O12 2.564 6.949 4.211  -0.3636
C36 1.700 6.648 5.237  0.5642
O13 1.530 7.324 6.187  -0.4916
O14 1.088 5.465 4.992  -0.3937
F3 2.910 6.114 2.143  -0.2842
H49 0.685 5.351 2.968  0.0350
H50 1.550 3.954 3.635  -0.4222
H51 3.636 5.252 3.804  0.2796
C37 -4.315 5.133 -2.426  -0.4560
C38 -4.268 3.634 -2.633  0.3383
O15 -3.822 3.170 -1.374  -0.1623
C39 -4.231 4.078 -0.435  0.5729
O16 -4.246 3.875 0.730  -0.5127
O17 -4.616 5.227 -1.032  -0.3347
F4 -3.369 3.275 -3.584  -0.2988
H52 -3.344 5.590 -2.623  0.2431
H53 -5.077 5.631 -3.019  0.3120
H54 -5.231 3.176 -2.865  0.2945
C40 3.565 -6.534 -3.886  -0.4834
C41 4.169 -5.340 -3.183  0.2871
O18 3.027 -4.571 -2.834  -0.1152
C42 1.990 -5.460 -2.684  0.5233
O19 0.968 -5.197 -2.151  -0.4829
O20 2.307 -6.656 -3.217  -0.3320
F5 4.955 -4.605 -4.013  -0.3015
H55 3.402 -6.328 -4.945  0.2889
H56 4.150 -7.443 -3.778  0.2900
H57 4.734 -5.583 -2.281  0.3376
C43 -2.277 8.628 2.539  -0.4360
C44 -0.987 7.856 2.382  0.3508
O21 -1.135 7.271 1.105  -0.2490
C45 -1.952 8.086 0.369  0.5548
O22 -2.074 8.024 -0.805  -0.5218
O23 -2.577 8.968 1.180  -0.3254
F6 -0.854 6.863 3.303  -0.3498
H58 -3.070 7.996 2.942  0.2863
H59 -2.179 9.521 3.150  0.3077
H60 -0.083 8.468 2.395  0.3355

Cartesian forces, eV/Å:
-0.198 0.266 0.091
-0.025 0.142 -0.059
0.185 0.230 -0.068
0.052 0.004 -0.099
0.183 0.100 -0.184
-0.346 -0.339 -0.222
0.259 0.255 1.436
0.594 -0.149 -0.818
-0.289 -0.071 0.412
0.082 -0.126 -0.275
-0.172 -0.046 0.512
0.519 -0.562 -0.502
-0.292 0.132 0.134
0.145 -0.010 -0.463
0.353 -0.396 0.251
-0.306 0.241 -0.111
-0.153 0.801 0.273
-0.103 -0.532 0.202
-0.126 0.191 0.296
-0.198 -0.566 0.043
0.506 0.113 -0.655
0.328 0.540 -0.175
0.234 -0.448 0.303
0.162 -0.117 0.291
0.153 0.025 -0.132
0.568 0.076 0.668
-0.560 0.039 -0.340
-0.456 -0.487 0.541
0.461 0.575 -0.350
0.127 -0.813 -0.198
-0.137 0.316 0.076
-0.109 0.393 0.020
0.387 -0.308 -0.029
0.190 0.076 0.010
0.058 -0.115 -0.095
-0.027 -0.035 -0.074
0.038 0.055 0.027
0.031 0.063 -0.047
-0.274 -0.084 -0.199
-0.007 -0.122 -0.430
-0.191 0.004 0.104
-0.240 -0.292 0.147
0.108 0.134 -0.264
0.154 0.159 -0.023
0.032 -0.030 -0.015
-0.029 0.151 0.091
-0.090 0.420 0.037
0.259 0.097 -0.032
-0.024 -0.062 -0.135
0.150 -0.041 -0.047
-0.057 0.054 -0.318
-0.008 -0.088 0.139
-0.099 -0.155 0.007
-0.024 0.083 0.312
-0.177 -0.047 0.188
-0.172 -0.111 -0.068
-0.013 -0.014 0.088
0.157 -0.016 0.100
-0.004 0.063 -0.059
-0.904 0.318 -0.644
-0.101 0.114 -0.060
-0.001 0.071 -0.034
-0.013 0.003 0.051
0.044 0.072 0.023
0.038 -0.102 0.062
0.018 -0.122 -0.075
-0.095 0.006 0.055
-0.349 -0.085 0.225
0.101 0.046 0.069
-0.148 0.072 0.134
-0.035 -0.081 -0.048
0.198 -0.084 0.024
-0.246 -0.028 -0.010
-0.045 0.029 0.092
-0.110 0.065 0.020
-0.091 -0.149 -0.052
-0.117 0.175 -0.052
0.157 -0.227 0.063
-0.082 0.037 0.048
0.012 -0.088 -0.042
0.025 -0.014 -0.097
-0.003 0.057 0.045
0.083 0.066 -0.056
0.019 -0.053 0.189
0.032 0.016 -0.094
-0.181 0.237 -0.099
0.265 0.018 0.000
-0.291 -0.011 0.049
0.106 0.053 -0.019
0.065 -0.010 0.056
0.004 -0.084 -0.077
0.021 -0.010 0.039
0.033 -0.133 -0.054
-0.051 0.058 0.158
0.018 -0.051 -0.113
0.066 -0.409 -0.009
-0.318 0.144 -0.031
0.160 -0.177 0.164
-0.193 0.016 -0.046
-0.029 0.097 0.012
0.134 -0.006 -0.048
0.099 -0.006 -0.035
0.063 0.073 -0.093
-0.034 0.076 0.151
0.096 0.037 -0.170
-0.062 0.143 -0.136
0.189 0.052 0.012
-0.241 0.142 -0.006
0.104 0.073 -0.051
0.098 -0.002 0.112
-0.001 -0.082 -0.031
0.026 -0.019 0.062
0.045 -0.072 -0.014
-0.103 0.018 0.161
0.049 -0.063 -0.111
0.063 -0.171 -0.036
-0.062 0.253 -0.256
0.223 -0.496 0.158
-0.284 0.201 0.028
-0.050 0.084 -0.011
0.110 0.049 -0.017
-0.008 0.067 0.078
0.043 0.107 0.008
-0.128 -0.060 0.129
0.104 0.064 -0.040
-0.073 0.091 0.125
-0.111 -0.153 0.025
0.179 0.220 -0.138
-0.122 -0.026 0.224
-0.056 -0.103 -0.170
0.088 -0.069 -0.011
-0.125 0.153 -0.037
0.073 -0.098 0.008
-0.001 0.111 -0.174
0.043 -0.056 0.124

E ... -4134.9769 a.u.
Max |F| ... 0.029 hartree/bohr
Net charge ... +1
Molar mass ... 1096.95 g/mol